No. 1
{
  "formula": "C5H6O",
  "method": "ωB97M-V/def2-TZVPD",
  "e_above_lowest_ev": 5.496,
  "total_energy_ev": -7323.7889,
  "max_force_ev_per_a": 0.38,
  "orbital_gap_ev": 8.752,
  "symbols": ["C", "C", "O", "H", "H", "H", "C", "H", "H", "C", "H", "C"],
  "coordinates": [[-0.823, -0.456, 0.459], [-0.821, -1.001, -0.915], [1.642, -0.144, 0.192], [0.663, 1.379, -0.928], [-1.525, -1.780, -1.203], [0.608, 0.262, 1.989], [1.124, 1.169, 0.040], [0.137, -1.049, -1.436], [-1.466, -0.859, 1.238], [-1.462, 0.319, -0.670], [1.729, 1.978, 0.444], [0.468, 0.191, 0.911]],
  "forces_ev_per_a": [[-0.058, 0.061, 0.106], [-0.049, 0.041, -0.132], [0.128, -0.137, -0.012], [0.132, -0.013, 0.100], [0.080, 0.069, 0.062], [-0.056, 0.016, -0.179], [-0.008, 0.250, -0.070], [-0.181, 0.070, -0.008], [0.115, 0.072, -0.112], [0.120, -0.346, 0.107], [-0.065, -0.155, 0.002], [-0.159, 0.071, 0.136]]
}


No. 2
{
  "formula": "C5H6O",
  "method": "ωB97M-V/def2-TZVPD",
  "e_above_lowest_ev": 2.842,
  "total_energy_ev": -7326.4428,
  "max_force_ev_per_a": 0.41,
  "orbital_gap_ev": 10.282,
  "symbols": ["H", "C", "C", "H", "H", "C", "C", "H", "H", "O", "C", "H"],
  "coordinates": [[1.703, 0.486, 1.168], [-0.997, -0.556, 1.081], [-0.020, 0.208, -1.188], [-1.501, -1.530, 1.089], [1.717, -1.306, 1.082], [-0.084, 0.980, -2.238], [1.080, -0.413, 1.074], [-1.739, 0.245, 1.181], [-0.144, 2.049, -2.050], [0.045, -0.485, 2.072], [0.026, -0.320, -0.003], [-0.087, 0.645, -3.268]],
  "forces_ev_per_a": [[-0.076, -0.164, 0.068], [-0.344, -0.057, -0.087], [-0.005, 0.145, 0.179], [0.112, 0.092, -0.028], [-0.126, 0.074, -0.038], [-0.007, -0.033, 0.054], [0.338, -0.011, -0.099], [0.099, -0.139, 0.073], [-0.015, -0.047, -0.175], [0.004, -0.037, 0.233], [-0.014, 0.282, -0.293], [0.034, -0.106, 0.111]]
}


No. 3
{
  "formula": "C5H6O",
  "method": "ωB97M-V/def2-TZVPD",
  "e_above_lowest_ev": 4.077,
  "total_energy_ev": -7325.2073,
  "max_force_ev_per_a": 0.33,
  "orbital_gap_ev": 10.791,
  "symbols": ["C", "H", "H", "C", "H", "C", "H", "C", "H", "O", "H", "C"],
  "coordinates": [[2.021, 0.681, -0.621], [-0.270, 1.737, -0.732], [2.721, 1.220, -1.227], [-1.136, -0.515, 0.849], [-0.814, -2.588, -0.084], [0.358, -0.687, 0.947], [-1.154, 0.790, -1.499], [1.259, 0.057, 0.070], [0.804, -0.894, 1.922], [-1.181, 1.641, -1.043], [-1.935, 0.187, 1.025], [-0.675, -1.630, 0.393]],
  "forces_ev_per_a": [[0.038, -0.010, 0.001], [-0.066, 0.051, -0.041], [-0.211, -0.141, 0.136], [-0.021, -0.267, -0.074], [0.022, 0.166, 0.081], [0.292, 0.101, 0.101], [-0.079, 0.185, 0.027], [0.047, -0.016, 0.022], [-0.083, 0.023, -0.149], [0.097, -0.071, -0.131], [0.130, -0.165, -0.015], [-0.167, 0.144, 0.041]]
}


No. 4
{
  "formula": "C5H6O",
  "method": "ωB97M-V/def2-TZVPD",
  "e_above_lowest_ev": 4.108,
  "total_energy_ev": -7325.1762,
  "max_force_ev_per_a": 0.58,
  "orbital_gap_ev": 10.790,
  "symbols": ["H", "H", "C", "H", "H", "H", "C", "C", "H", "C", "O", "C"],
  "coordinates": [[-0.826, -2.613, -0.036], [-0.258, 1.709, -0.670], [2.044, 0.685, -0.637], [0.769, -0.852, 1.906], [-1.951, 0.189, 1.001], [-1.128, 0.791, -1.484], [-0.680, -1.627, 0.381], [-1.147, -0.506, 0.810], [2.738, 1.220, -1.253], [0.348, -0.667, 0.916], [-1.177, 1.606, -0.980], [1.267, 0.066, 0.046]],
  "forces_ev_per_a": [[0.056, 0.228, 0.038], [-0.417, 0.035, -0.168], [-0.138, -0.108, 0.069], [0.021, 0.028, -0.142], [0.178, -0.208, -0.053], [-0.079, -0.142, -0.173], [-0.157, 0.045, 0.035], [-0.095, -0.200, -0.005], [-0.183, -0.142, 0.167], [0.289, 0.090, 0.170], [0.440, 0.362, 0.117], [0.086, 0.012, -0.056]]
}


No. 5
{
  "formula": "C5H6O",
  "method": "ωB97M-V/def2-TZVPD",
  "e_above_lowest_ev": 3.952,
  "total_energy_ev": -7325.3327,
  "max_force_ev_per_a": 3.71,
  "orbital_gap_ev": 10.183,
  "symbols": ["H", "C", "C", "H", "H", "H", "C", "C", "C", "H", "H", "O"],
  "coordinates": [[-2.589, 1.212, -0.267], [0.143, -0.346, 0.118], [-0.810, 0.581, 1.018], [1.822, 0.731, 0.625], [2.105, -0.174, -0.892], [-0.836, -0.357, -2.137], [1.627, -0.206, 0.084], [-1.681, 0.574, 0.018], [-0.813, -0.369, -0.971], [-0.456, 0.911, 1.952], [2.058, -1.053, 0.633], [-0.570, -1.504, -0.181]],
  "forces_ev_per_a": [[1.135, -1.236, 0.845], [0.461, 1.287, 0.123], [1.700, -2.027, -2.597], [0.412, -0.325, -0.203], [-0.328, 0.000, -0.159], [0.401, -0.201, 2.503], [0.104, -0.318, 0.920], [-1.583, 1.671, -1.807], [-2.076, 1.938, -0.477], [-0.677, 0.752, 1.076], [0.173, 0.307, 0.082], [0.278, -1.848, -0.306]]
}


No. 6
{
  "formula": "C5H6O",
  "method": "ωB97M-V/def2-TZVPD",
  "e_above_lowest_ev": 6.787,
  "total_energy_ev": -7322.4971,
  "max_force_ev_per_a": 1.20,
  "orbital_gap_ev": [8.229, 8.778],
  "symbols": ["H", "C", "H", "H", "H", "H", "O", "C", "H", "C", "C", "C"],
  "coordinates": [[-1.103, -0.595, -0.551], [-0.331, 0.031, -0.083], [1.702, 0.681, -1.042], [-1.490, 3.545, 0.371], [0.371, -2.409, -1.163], [-0.003, -1.533, 1.697], [1.490, -0.741, 0.470], [-1.161, 2.537, 0.244], [-0.019, -2.857, -0.705], [1.061, -0.119, -0.675], [0.307, -0.705, 1.064], [-0.779, 1.403, 0.109]],
  "forces_ev_per_a": [[0.083, 0.165, -0.030], [-0.377, 0.002, -0.141], [-0.112, -0.135, -0.080], [0.059, -0.192, -0.025], [-0.089, -0.129, 0.064], [-0.016, 0.158, -0.083], [1.133, -0.339, -0.169], [0.181, -0.417, -0.047], [0.055, 0.039, -0.093], [0.047, 0.432, 0.005], [-0.698, -0.048, 0.538], [-0.266, 0.464, 0.060]]
}


No. 7
{
  "formula": "C5H6O",
  "method": "ωB97M-V/def2-TZVPD",
  "e_above_lowest_ev": 2.481,
  "total_energy_ev": -7326.8038,
  "max_force_ev_per_a": 1.14,
  "orbital_gap_ev": 10.258,
  "symbols": ["H", "C", "H", "C", "C", "H", "H", "H", "O", "C", "H", "C"],
  "coordinates": [[-1.266, 1.577, -1.139], [-0.669, -1.618, -0.922], [-0.803, -2.621, -0.602], [-0.413, 0.917, -0.960], [0.998, 0.051, 1.043], [1.009, -0.759, 1.778], [0.501, 1.357, -1.395], [1.681, -0.188, 0.223], [-1.385, 0.378, 1.219], [-0.607, -0.482, -1.330], [1.336, 0.966, 1.536], [-0.382, 0.423, 0.550]],
  "forces_ev_per_a": [[0.074, -0.300, 0.017], [-0.156, -0.007, -1.070], [0.037, -0.171, -0.129], [-0.125, -0.139, 0.586], [0.074, 0.094, 0.079], [-0.236, 0.189, -0.137], [-0.275, -0.244, 0.481], [-0.131, 0.085, 0.133], [0.506, 0.296, -0.250], [-0.067, -0.859, 0.037], [0.252, -0.067, 0.059], [0.047, 1.122, 0.194]]
}


No. 8
{
  "formula": "C5H6O",
  "method": "ωB97M-V/def2-TZVPD",
  "e_above_lowest_ev": 2.505,
  "total_energy_ev": -7326.7799,
  "max_force_ev_per_a": 0.46,
  "orbital_gap_ev": 9.282,
  "symbols": ["C", "O", "C", "H", "H", "H", "C", "H", "H", "C", "C", "H"],
  "coordinates": [[1.832, 0.566, -0.402], [-0.626, -0.169, -1.895], [-1.336, -0.384, 0.357], [1.278, -1.210, 0.609], [-2.548, -0.663, 2.094], [0.222, -0.311, -2.339], [-0.404, -0.385, -0.566], [-1.806, 1.005, 1.784], [1.494, 1.396, -1.020], [0.994, -0.421, -0.082], [-1.939, -0.027, 1.461], [2.838, 0.603, -0.002]],
  "forces_ev_per_a": [[-0.114, -0.179, 0.072], [0.170, -0.047, -0.085], [-0.038, 0.095, 0.198], [-0.020, 0.101, -0.114], [0.083, -0.101, -0.162], [-0.226, 0.013, -0.031], [-0.148, 0.088, 0.430], [-0.242, -0.036, 0.011], [0.165, -0.161, 0.025], [0.363, 0.200, -0.115], [0.039, 0.040, -0.136], [-0.031, -0.014, -0.092]]
}


No. 9
{
  "formula": "C5H6O",
  "method": "ωB97M-V/def2-TZVPD",
  "e_above_lowest_ev": 1.523,
  "total_energy_ev": -7327.7619,
  "max_force_ev_per_a": 0.45,
  "orbital_gap_ev": 10.490,
  "symbols": ["H", "H", "H", "C", "H", "C", "C", "C", "H", "H", "C", "O"],
  "coordinates": [[0.514, -2.245, -1.578], [-0.180, -1.403, 1.221], [-1.674, 2.259, 1.338], [0.081, -0.441, 0.784], [0.544, -0.792, -2.606], [0.803, -0.382, -0.534], [-0.723, 1.867, 1.689], [-0.314, 0.692, 1.304], [-0.895, -1.173, -1.605], [-0.122, 2.488, 2.345], [0.198, -1.199, -1.653], [1.769, 0.328, -0.704]],
  "forces_ev_per_a": [[-0.023, 0.106, 0.048], [-0.002, 0.156, -0.097], [0.126, -0.062, 0.069], [-0.054, 0.206, 0.113], [-0.026, -0.115, 0.108], [0.202, 0.207, -0.127], [0.068, -0.142, -0.037], [-0.036, 0.053, -0.014], [0.171, -0.025, -0.001], [-0.068, -0.108, -0.016], [0.006, -0.019, -0.100], [-0.363, -0.257, 0.054]]
}


No. 10
{
  "formula": "C5H6O",
  "method": "ωB97M-V/def2-TZVPD",
  "e_above_lowest_ev": 0.222,
  "total_energy_ev": -7329.0624,
  "max_force_ev_per_a": 0.35,
  "orbital_gap_ev": 9.633,
  "symbols": ["H", "H", "C", "H", "O", "H", "C", "C", "C", "C", "H", "H"],
  "coordinates": [[2.746, 0.867, -0.051], [-2.231, 0.728, 0.842], [0.482, 0.991, -0.039], [0.235, 2.039, 0.043], [0.221, -1.214, -0.172], [-2.514, 0.051, -0.756], [-1.908, -0.064, 0.152], [-0.426, -0.017, -0.060], [1.555, -0.947, -0.195], [1.779, 0.385, -0.112], [-2.163, -1.023, 0.607], [2.223, -1.796, -0.259]],
  "forces_ev_per_a": [[-0.209, -0.077, -0.143], [0.231, -0.199, -0.182], [-0.196, 0.009, 0.068], [0.106, -0.088, 0.039], [-0.012, 0.079, 0.060], [0.320, -0.097, 0.028], [-0.131, 0.077, 0.052], [-0.076, 0.173, 0.119], [0.236, 0.061, -0.015], [-0.005, -0.116, 0.029], [-0.039, 0.062, -0.045], [-0.224, 0.116, -0.009]]
}